# 1
Here is C5H20HfN15O20 as an isolated structure from the Open Molecules 2025 dataset. Energies are from the ωB97M-V functional and the def2-TZVPD basis.

Calculated values
HOMO energy, eV: -5.97
Relative energy (zero: lowest compared OMol25 entry of this formula, charge and spin), kcal per mole: 8.3
E_LUMO, eV: 2.26
Energy, Eh: -2576.54192
Frontier orbital gap, eV: 8.2
Total charge: -1

Last column: natural (NBO) charge in e.
Geometry (Å):
Hf 24.4790 -1.2410 8.9334  2.51
N 27.9437 -0.9684 10.3676  0.74
O 26.9878 -1.0096 9.5581  -0.54
O 28.3457 -2.0607 10.8408  -0.55
O 28.3890 0.1005 10.7825  -0.48
N 22.2233 -2.3955 11.5299  0.74
O 21.9667 -3.5471 11.8976  -0.51
O 21.8219 -1.4229 12.1819  -0.50
O 22.8720 -2.2218 10.4639  -0.56
N 23.0540 -0.1903 5.7410  0.73
O 22.3473 0.6988 5.2431  -0.50
O 23.3388 -0.0874 6.9733  -0.57
O 23.5240 -1.1227 5.0923  -0.49
N 25.4443 2.2997 8.7550  0.75
O 24.8506 3.1591 9.4295  -0.56
O 26.4996 2.5538 8.1437  -0.48
O 25.0073 1.1323 8.8039  -0.53
N 25.6418 -4.1076 6.8719  0.74
O 26.3440 -4.9996 7.3784  -0.50
O 25.0183 -3.3322 7.6533  -0.58
O 25.6209 -3.9443 5.6536  -0.49
C 25.4914 -4.1151 10.8416  0.83
O 25.3522 -3.0243 10.2852  -0.70
N 26.6814 -4.4975 11.2745  -0.81
N 24.4694 -4.9661 11.1538  -0.83
H 27.4383 -3.9514 10.8663  0.45
H 26.8136 -5.4541 11.5454  0.38
H 24.8035 -5.7106 11.7367  0.37
H 23.6012 -4.4718 11.3406  0.43
C 21.3569 -2.6519 7.6861  0.83
O 22.4902 -2.2793 7.9587  -0.66
N 20.2839 -1.8179 7.6628  -0.83
N 21.1053 -3.8911 7.2223  -0.83
H 20.3520 -0.8726 7.9926  0.43
H 19.5327 -2.2426 7.1512  0.38
H 21.8761 -4.5344 7.3055  0.43
H 20.2760 -4.1676 6.7329  0.39
C 25.0681 0.3167 12.0539  0.84
O 24.8880 -0.2533 10.9737  -0.71
N 24.9381 1.6186 12.2669  -0.81
N 25.3176 -0.3493 13.1979  -0.81
H 24.7404 2.2213 11.4760  0.44
H 25.2558 2.0480 13.1133  0.39
H 25.2176 -1.3484 13.2534  0.42
H 25.5536 0.1432 14.0364  0.38
C 21.6305 0.9407 9.5619  0.82
O 22.5337 0.1263 9.5115  -0.66
N 21.8129 2.2373 9.1183  -0.81
N 20.3580 0.6836 9.8725  -0.84
H 22.6638 2.7408 9.3367  0.43
H 20.9583 2.7644 9.1865  0.35
H 19.7771 1.4253 10.2145  0.39
H 20.1382 -0.2738 10.1054  0.42
C 26.5228 -0.4497 6.1238  0.83
O 25.8875 -0.8335 7.1149  -0.72
N 27.3176 0.6353 6.1073  -0.82
N 26.4940 -1.1005 4.9705  -0.81
H 27.6865 0.9356 5.2277  0.38
H 27.4564 1.1176 6.9862  0.45
H 27.1050 -0.8771 4.2093  0.38
H 25.7790 -1.8010 4.8228  0.45

=====

# 2
Here is a 2-piece molecular cluster, C27H25F2Si overall from the Open Molecules 2025 dataset. Energies are from the ωB97M-V functional and the def2-TZVPD basis.

Calculated values
HOMO energy, eV: -10.50
E_LUMO, eV: -5.73
Energy, Eh: -1532.75598
Frontier orbital gap, eV: 4.8
Total charge: +1

Last column: natural (NBO) charge in e.
Geometry (Å):
C -3.2516 -5.6432 1.6987  -0.63
C -2.9425 -4.1891 1.6340  -0.11
C -2.1511 -3.6195 2.6372  0.48
F -1.9017 -4.3925 3.7431  -0.34
C -1.6948 -2.2987 2.6745  -0.29
C -2.2348 -1.4115 1.7365  0.00
C -2.0301 0.1084 1.8559  -0.44
C -1.1872 0.9547 2.8268  0.00
C -0.6271 0.4420 4.0206  -0.29
C -0.0486 1.2928 4.9450  0.48
F 0.4895 0.7097 6.0764  -0.34
C 0.0190 2.6621 4.7437  -0.11
C 0.7545 3.5006 5.7183  -0.63
C -0.5828 3.1746 3.5633  -0.19
C -1.1398 2.3501 2.5843  -0.23
C -2.9669 -1.9716 0.6490  -0.23
C -3.3706 -3.3179 0.6251  -0.19
H -3.8458 -5.9182 0.8278  0.21
H -2.3488 -6.2653 1.6775  0.23
H -3.8144 -5.9528 2.5899  0.23
H -1.0225 -1.9544 3.4761  0.22
H -1.7749 0.4277 0.8158  0.22
H -0.6267 -0.6142 4.2480  0.22
H 0.7345 4.5328 5.3735  0.22
H 0.3495 3.4780 6.7322  0.23
H 1.8051 3.2075 5.7989  0.23
H -0.5391 4.2562 3.4012  0.22
H -1.5282 2.7624 1.6162  0.21
H -3.2404 -1.3493 -0.2028  0.20
H -4.0210 -3.7645 -0.1455  0.22
H -3.0076 0.5006 2.0879  0.21
Si -7.0546 2.4684 1.1670  1.76
C -6.5541 4.2010 0.7945  -0.64
C -7.4156 5.1988 1.3316  -0.12
C -7.1719 6.5548 1.0737  -0.22
C -6.0721 6.9350 0.2805  -0.15
C -5.1803 5.9587 -0.2050  -0.19
C -5.4147 4.5899 0.0381  -0.17
C -7.7496 1.4559 -0.2029  -0.61
C -7.0088 0.9314 -1.2974  -0.16
C -7.6843 0.2056 -2.2980  -0.19
C -9.0784 0.0188 -2.2282  -0.15
C -9.8037 0.4951 -1.1192  -0.19
C -9.1481 1.2093 -0.1085  -0.18
H -7.1017 1.9588 2.6337  -0.12
H -8.2245 4.8890 1.9933  0.21
H -7.8330 7.3338 1.4644  0.24
H -5.8966 7.9882 0.0369  0.24
H -4.3071 6.2528 -0.7979  0.24
H -4.7108 3.8128 -0.2781  0.22
H -5.9195 1.0517 -1.2946  0.22
H -7.1136 -0.1897 -3.1448  0.24
H -9.5886 -0.5029 -3.0432  0.24
H -10.8808 0.3133 -1.0737  0.24
H -9.6767 1.5340 0.7883  0.22

=====

# 3
Here is C33H20BrF5N3ORuS2 as an isolated structure from the Open Molecules 2025 dataset. Energies are from the ωB97M-V functional and the def2-TZVPD basis.

Calculated values
HOMO energy (spin up / spin down), eV: -7.18 / -7.07
Relative energy (zero: lowest compared OMol25 entry of this formula, charge and spin), kcal per mole: 18.6
E_LUMO (spin up / spin down), eV: 0.01 / -0.19
Energy, Eh: -5473.62771
Expectation value of S²: 0.772
Frontier orbital gap (spin up / spin down), eV: 7.2 / 6.9
2S+1: 2
Total charge: 0

Last column: Löwdin spin population.
Geometry (Å):
Ru 0.5056 0.7448 0.2640  0.67
S 0.1180 1.0781 4.6904  0.00
C -0.8680 -0.2360 4.1724  0.00
C -0.8216 -0.4386 2.8267  0.00
C 0.0312 0.4879 2.1630  -0.01
C 0.6075 1.3694 3.0598  0.00
C 1.5322 2.3423 2.5575  0.00
C 2.2085 3.3230 3.2913  0.00
C 3.0779 4.1686 2.6433  0.00
C 3.2678 4.0390 1.2651  0.00
C 2.5662 3.0602 0.5998  0.01
N 1.7274 2.2232 1.2180  0.00
H -1.4387 -0.7928 4.8988  0.00
H -1.3752 -1.2196 2.3226  0.00
H 2.0291 3.4078 4.3546  0.00
H 3.6044 4.9351 3.1965  0.00
H 3.9338 4.6929 0.7217  0.00
H 2.6569 2.9352 -0.4732  0.00
O 6.3919 -0.2091 -1.9817  0.00
C 5.1423 -0.1571 -1.4867  0.00
C 4.8255 -0.5158 -0.1764  0.00
C 3.5139 -0.4221 0.2272  0.00
N 2.5255 -0.0059 -0.5754  0.01
C 2.8502 0.3337 -1.8207  0.00
Br 1.4327 0.9652 -2.8980  0.01
C 4.1292 0.2807 -2.3303  0.00
H 7.0044 -0.5289 -1.3096  0.00
H 5.5856 -0.8584 0.5136  0.00
H 3.2211 -0.6812 1.2367  0.00
H 4.3446 0.5707 -3.3475  0.00
F -6.3990 2.6799 1.9964  0.00
C -5.1576 2.6350 1.5097  0.00
C -4.4978 1.4282 1.3779  0.00
F -5.1080 0.2950 1.7368  0.00
C -3.2119 1.3865 0.8637  0.00
F -2.6440 0.1765 0.7295  0.00
C -2.5215 2.5354 0.4896  0.01
S -0.8903 2.6149 -0.1288  0.00
C -3.2212 3.7400 0.6334  0.00
F -2.6352 4.8917 0.2913  0.00
C -4.5101 3.8001 1.1236  0.00
F -5.1338 4.9751 1.2381  0.00
N -0.3066 -0.7640 -0.3990  0.24
C -0.7477 -1.7459 -1.0487  0.03
C -1.4535 -1.5118 -2.3478  0.02
C -1.3278 -2.4149 -3.4037  0.00
C -1.8832 -2.1286 -4.6419  0.00
C -2.5713 -0.9411 -4.8403  0.00
C -2.6896 -0.0322 -3.7976  0.00
C -2.1288 -0.3109 -2.5620  0.00
C -0.5629 -3.1321 -0.5266  0.01
C -1.5189 -4.1242 -0.7422  0.00
C -1.3679 -5.3801 -0.1740  0.00
C -0.2620 -5.6624 0.6133  0.00
C 0.6914 -4.6785 0.8377  0.00
C 0.5402 -3.4224 0.2761  0.00
H -0.7822 -3.3376 -3.2593  0.00
H -1.7743 -2.8348 -5.4553  0.00
H -3.0093 -0.7218 -5.8056  0.00
H -3.2159 0.9019 -3.9483  0.00
H -2.1850 0.4088 -1.7588  0.00
H -2.3919 -3.9060 -1.3420  0.00
H -2.1229 -6.1379 -0.3397  0.00
H -0.1475 -6.6423 1.0585  0.00
H 1.5516 -4.8911 1.4599  0.00
H 1.2664 -2.6407 0.4624  0.00

=====

Question: The lowest energy belongs to which entry?
Answer: C33H20BrF5N3ORuS2